1.
Formula: C27H31F3N4O7S
Source: the Open Molecules 2025 dataset
Level of theory: ωB97M-V/def2-TZVPD

Element x y z (Å)
C -3.766 -2.761 -0.239
O -2.859 -1.864 0.364
C -1.565 -2.255 0.507
C -1.041 -3.446 0.055
C 0.306 -3.791 0.247
O 0.629 -4.964 -0.346
C 1.959 -5.413 -0.441
C 1.146 -2.905 0.930
C 2.573 -3.148 1.272
O 2.950 -4.125 1.879
C 3.542 -2.054 0.860
C 3.192 -1.351 -0.453
C 4.326 -0.445 -0.933
C 3.829 0.547 -1.992
N 3.135 1.648 -1.343
C 1.926 2.090 -2.019
C 1.213 3.174 -1.190
C 1.889 3.325 0.176
C 3.361 3.706 -0.022
C 4.006 2.776 -1.065
N 1.759 2.127 0.971
C 1.001 2.301 2.063
O 0.670 1.466 2.880
N 0.719 3.662 2.138
C 1.154 4.349 1.041
O 1.012 5.522 0.824
C 0.604 -1.689 1.366
C -0.716 -1.352 1.174
N -1.233 -0.110 1.583
S -1.648 0.917 0.336
O -1.381 2.261 0.775
O -1.032 0.505 -0.897
C -3.426 0.759 0.202
C -4.180 0.825 1.357
C -5.557 0.713 1.274
C -6.151 0.543 0.028
C -7.648 0.426 -0.071
F -8.243 1.622 -0.226
F -8.037 -0.322 -1.116
F -8.198 -0.130 1.018
C -5.387 0.501 -1.133
C -4.010 0.609 -1.040
H -4.737 -2.272 -0.194
H -3.503 -2.954 -1.283
H -3.811 -3.707 0.308
H -1.641 -4.164 -0.479
H 2.615 -4.635 -0.844
H 2.351 -5.742 0.525
H 1.928 -6.255 -1.133
H 3.579 -1.324 1.674
H 4.534 -2.508 0.796
H 2.984 -2.096 -1.224
H 2.284 -0.757 -0.331
H 5.134 -1.054 -1.343
H 4.728 0.118 -0.088
H 3.139 0.033 -2.663
H 4.673 0.907 -2.599
H 1.264 1.228 -2.128
H 2.150 2.483 -3.026
H 1.249 4.144 -1.687
H 0.167 2.903 -1.039
H 3.406 4.745 -0.348
H 3.876 3.629 0.936
H 4.951 2.391 -0.679
H 4.227 3.337 -1.990
H 2.028 1.241 0.572
H 0.098 4.047 2.833
H 1.223 -1.000 1.922
H -0.629 0.371 2.254
H -3.680 0.953 2.303
H -6.169 0.746 2.162
H -5.869 0.378 -2.091
H -3.378 0.567 -1.913

Cartesian forces (eV/Å) of the 3 atoms listed first:
-0.1830 -0.1154 -0.0928
0.6247 -0.1757 0.1709
0.2074 -0.2380 0.1891

Calculated values
- SMILES = COc1cc(OC)c(C(=O)CCCCN2CCC3(CC2)NC(=O)NC3=O)cc1NS(=O)(=O)c1ccc(C(F)(F)F)cc1
- relative energy (zero: lowest compared OMol25 entry of this formula, charge and spin) (eV) = 0.163
- highest occupied orbital energy (hartree) = -0.308
- spin multiplicity = 1



2.
Formula: C27H31N3O6
Source: the Open Molecules 2025 dataset
Level of theory: ωB97M-V/def2-TZVPD

Element x y z (Å)
C 1.187 2.910 2.303
C -0.200 2.335 2.058
O -0.093 1.394 0.997
C -1.142 0.553 0.766
C -2.440 0.784 1.203
C -3.449 -0.110 0.890
C -3.180 -1.241 0.142
C -1.888 -1.479 -0.294
C -0.864 -0.601 0.019
C 0.541 -0.827 -0.500
C 0.476 -0.106 -1.865
O 0.027 -0.594 -2.881
N 0.882 1.171 -1.768
C 0.679 2.134 -2.830
C 1.894 3.075 -2.937
C 1.400 4.470 -2.525
C 0.108 4.213 -1.754
C -0.516 3.049 -2.516
N 0.911 -2.229 -0.533
C 1.290 -2.852 -1.796
C 2.676 -2.460 -2.193
C 3.744 -3.208 -2.591
C 4.794 -2.294 -2.854
C 4.289 -1.062 -2.590
O 3.008 -1.150 -2.188
C 1.086 -2.969 0.585
O 1.397 -4.146 0.539
C 0.865 -2.316 1.952
N -0.514 -2.446 2.360
C -1.136 -1.520 3.119
O -0.601 -0.496 3.509
C -2.539 -1.838 3.420
C -3.459 -1.135 4.155
C -4.661 -1.871 4.089
C -4.387 -2.963 3.322
O -3.112 -2.956 2.915
H 1.870 2.115 2.589
H 1.567 3.395 1.407
H 1.141 3.640 3.105
H -0.562 1.822 2.954
H -0.899 3.135 1.779
H -2.670 1.659 1.789
H -4.453 0.086 1.236
H -3.970 -1.933 -0.104
H -1.664 -2.356 -0.881
H 1.252 -0.280 0.129
H 1.074 1.551 -0.853
H 0.515 1.549 -3.738
H 2.301 3.081 -3.947
H 2.679 2.725 -2.267
H 2.139 5.010 -1.934
H 1.179 5.064 -3.413
H -0.539 5.089 -1.721
H 0.329 3.912 -0.728
H -1.282 2.521 -1.949
H -0.959 3.406 -3.446
H 0.576 -2.549 -2.566
H 1.255 -3.934 -1.654
H 3.777 -4.274 -2.683
H 5.784 -2.529 -3.188
H 4.718 -0.081 -2.642
H 1.117 -1.255 1.987
H 1.514 -2.857 2.653
H -0.992 -3.302 2.127
H -3.280 -0.215 4.671
H -5.596 -1.624 4.548
H -4.997 -3.789 3.010

Cartesian forces (eV/Å) of the 3 atoms listed first:
-0.3676 -0.2426 -0.1582
0.0785 0.3001 0.3527
0.0635 -0.1252 -0.0463

Calculated values
- SMILES = CCOc1ccccc1[C@H](C(=O)NC1CCCC1)N(Cc1ccco1)C(=O)CNC(=O)c1ccco1
- relative energy (zero: lowest compared OMol25 entry of this formula, charge and spin) (eV) = 1.976
- highest occupied orbital energy (hartree) = -0.309
- spin multiplicity = 1



3.
Formula: C27H31N4OTl
Source: the Open Molecules 2025 dataset
Level of theory: ωB97M-V/def2-TZVPD

Element x y z (Å)
Tl 2.936 0.404 1.851
C -0.430 -3.690 -3.551
C 1.065 -3.341 -3.609
C 1.872 -4.633 -3.728
C 1.342 -2.466 -4.841
C 1.436 -2.555 -2.358
C 2.403 -2.971 -1.450
C 2.684 -2.177 -0.353
N 2.066 -1.021 -0.101
C 1.133 -0.599 -0.966
C 0.802 -1.342 -2.086
C 0.500 0.728 -0.659
C -0.477 1.273 -1.473
C -1.042 2.516 -1.187
C -0.580 3.153 -0.043
C 0.398 2.548 0.726
N 0.938 1.363 0.440
C -2.095 3.107 -2.116
C -2.592 4.463 -1.619
C -1.476 3.285 -3.511
C -3.286 2.141 -2.203
H -0.705 -4.273 -4.430
H -1.058 -2.797 -3.537
H -0.660 -4.288 -2.666
H 1.578 -5.154 -4.639
H 1.688 -5.309 -2.890
H 2.944 -4.439 -3.795
H 1.123 -3.031 -5.748
H 2.388 -2.159 -4.879
H 0.721 -1.568 -4.853
H 2.947 -3.894 -1.585
H 3.449 -2.482 0.354
H 0.054 -0.977 -2.771
H -0.804 0.740 -2.353
H -0.959 4.120 0.254
H 0.775 3.049 1.613
H -1.787 5.197 -1.563
H -3.069 4.389 -0.639
H -3.336 4.848 -2.317
H -0.606 3.943 -3.472
H -2.208 3.734 -4.183
H -1.167 2.334 -3.946
H -3.740 1.988 -1.222
H -2.997 1.168 -2.604
H -4.047 2.556 -2.865
O 1.478 1.738 3.832
C 1.174 1.446 4.968
C 1.665 2.228 6.115
C 1.151 2.040 7.340
C 0.127 1.046 7.550
C -0.335 0.232 6.550
C 0.191 0.326 5.250
C -0.162 -0.553 4.231
N 0.459 -0.704 3.031
C -0.181 -1.651 2.381
C -1.259 -2.140 3.171
N -1.216 -1.464 4.306
H 2.409 2.981 5.898
H 1.488 2.635 8.177
H -0.277 0.921 8.547
H -1.069 -0.521 6.802
H 0.113 -1.975 1.394
H -2.003 -2.893 2.963
H -1.874 -1.570 5.065

Cartesian forces (eV/Å) of the 3 atoms listed first:
-0.0320 0.0850 -0.2541
0.0010 -0.0135 0.0285
0.0096 0.0064 0.0000

Calculated values
- relative energy (zero: lowest compared OMol25 entry of this formula, charge and spin) (eV) = 0.000
- highest occupied orbital energy (spin up / spin down) (hartree) = -0.516 / -0.516
- spin multiplicity = 1
- net charge = +2



4.
Formula: C27H31NO8
Source: the Open Molecules 2025 dataset
Level of theory: ωB97M-V/def2-TZVPD

Element x y z (Å)
O 0.512 -4.616 -0.971
C -0.314 -5.347 -0.466
C -0.930 -5.021 0.844
C -1.833 -5.824 1.400
C -2.261 -7.080 0.733
O -3.082 -7.812 1.241
C -1.645 -7.403 -0.577
C -0.744 -6.599 -1.134
H -0.605 -4.101 1.313
H -2.294 -5.607 2.355
H -1.971 -8.322 -1.048
H -0.282 -6.821 -2.088
O 2.382 -12.110 2.418
C 2.096 -11.516 1.403
C 0.839 -11.805 0.668
C 0.527 -11.153 -0.449
C 1.422 -10.108 -1.006
O 1.135 -9.509 -2.020
C 2.679 -9.818 -0.272
C 2.991 -10.470 0.845
H 0.201 -12.569 1.092
H -0.384 -11.347 -1.000
H 3.316 -9.053 -0.696
H 3.901 -10.275 1.397
O -1.444 8.637 1.158
C -1.751 9.365 0.240
C -3.031 9.185 -0.491
C -3.366 9.983 -1.501
C -2.476 11.087 -1.940
O -2.782 11.814 -2.859
C -1.195 11.266 -1.210
C -0.860 10.468 -0.199
H -3.664 8.375 -0.154
H -4.293 9.870 -2.048
H -0.561 12.075 -1.547
H 0.068 10.580 0.347
C 0.952 5.940 -2.165
C 1.122 6.253 -0.670
C 1.240 4.987 0.170
C -0.100 4.469 0.674
C 0.104 3.443 1.798
N -1.099 2.618 1.970
C -1.103 1.413 1.218
O -1.844 1.245 0.256
O -0.259 0.413 1.640
C 1.000 0.332 0.938
C 1.330 -1.133 0.671
C 1.371 -1.521 -0.813
H 0.317 5.067 -2.280
H 0.470 6.779 -2.660
H 1.913 5.786 -2.643
H 0.298 6.877 -0.336
H 2.034 6.839 -0.574
H 1.670 4.211 -0.465
H 1.920 5.108 1.012
H -0.716 5.268 1.078
H -0.660 3.963 -0.109
H 0.257 3.994 2.720
H 0.998 2.861 1.582
H -1.313 2.455 2.941
H 0.981 0.914 0.022
H 1.759 0.750 1.597
H 0.599 -1.744 1.189
H 2.294 -1.358 1.119
H 0.821 -0.822 -1.436
H 2.389 -1.568 -1.188
H 0.946 -2.513 -0.942

Cartesian forces (eV/Å) of the 3 atoms listed first:
-0.0493 -0.2265 0.0296
-0.0054 0.0165 -0.0186
-0.0217 -0.0134 0.0377

Calculated values
- SMILES = O=C1C=CC(=O)C=C1.O=C1C=CC(=O)C=C1.O=C1C=CC(=O)C=C1.CCCCCNC(=O)OCCC
- relative energy (zero: lowest compared OMol25 entry of this formula, charge and spin) (eV) = 3.529
- highest occupied orbital energy (hartree) = -0.340
- spin multiplicity = 1



5.
Formula: C27H31OSi
Source: the Open Molecules 2025 dataset
Level of theory: ωB97M-V/def2-TZVPD

Element x y z (Å)
C -4.095 1.909 3.134
C -3.491 1.499 1.789
C -2.134 0.848 1.841
C -1.565 0.012 0.890
C -1.067 -1.334 1.230
O -1.470 1.100 2.986
Si 0.165 1.792 2.920
C 0.068 3.212 4.113
C 1.172 0.391 3.580
C 0.587 2.473 1.231
H -4.910 2.632 2.995
H -4.506 1.033 3.640
H -3.349 2.357 3.788
H -4.133 0.779 1.260
H -3.405 2.378 1.136
H -1.653 0.301 -0.155
H -1.561 -2.104 0.612
H 0.002 -1.439 1.031
H -1.229 -1.567 2.300
H 1.038 3.736 4.141
H -0.708 3.932 3.830
H -0.147 2.825 5.120
H 2.226 0.473 3.291
H 1.101 0.442 4.677
H 0.806 -0.595 3.273
H 1.685 2.601 1.204
H 0.267 1.811 0.407
H 0.127 3.459 1.034
C 0.474 -0.937 -1.737
C -0.168 0.227 -2.311
C -1.396 0.045 -3.016
C -1.897 1.025 -3.863
C -1.242 2.259 -3.957
C -0.099 2.503 -3.187
C 0.437 1.501 -2.380
C 1.509 -1.020 -0.720
C 1.929 -2.400 -0.620
C 2.909 -2.798 0.270
C 3.529 -1.821 1.058
C 3.273 -0.457 0.818
C 2.225 -0.061 -0.011
C 1.344 -3.115 -1.735
C 0.473 -2.208 -2.434
C 0.137 -2.492 -3.760
C 0.626 -3.660 -4.355
C 1.430 -4.566 -3.645
C 1.785 -4.297 -2.310
H -1.939 -0.902 -2.898
H -2.781 0.808 -4.471
H -1.620 3.014 -4.644
H 0.421 3.457 -3.238
H 1.368 1.687 -1.844
H 3.193 -3.851 0.310
H 4.257 -2.101 1.822
H 3.894 0.306 1.297
H 1.971 0.985 -0.123
H -0.477 -1.812 -4.335
H 0.373 -3.849 -5.399
H 1.794 -5.468 -4.149
H 2.443 -4.956 -1.733

Cartesian forces (eV/Å) of the 3 atoms listed first:
-0.0693 -0.0985 -0.0902
-0.0298 0.2725 -1.0650
0.9770 -0.4670 -0.4848

Calculated values
- relative energy (zero: lowest compared OMol25 entry of this formula, charge and spin) (eV) = 2.354
- highest occupied orbital energy (hartree) = -0.352
- spin multiplicity = 1
- net charge = +1



6.
Formula: C27H32AuN5S3SeSi
Source: the Open Molecules 2025 dataset
Level of theory: ωB97M-V/def2-TZVPD

Element x y z (Å)
Au -0.128 0.968 -0.130
Se -3.467 7.913 -0.016
N -1.863 7.405 -0.513
C -1.828 6.095 -0.486
C -0.679 5.297 -0.845
C 0.514 5.851 -1.322
C 1.554 5.019 -1.676
C 1.392 3.646 -1.509
N 0.275 3.122 -1.040
C -0.765 3.902 -0.717
C -1.996 3.251 -0.262
N -2.024 1.903 -0.127
C -3.157 1.297 0.216
C -4.335 1.992 0.458
C -4.324 3.365 0.365
C -3.138 4.016 0.009
C -3.048 5.457 -0.078
N -4.034 6.270 0.216
H 0.588 6.926 -1.418
H 2.478 5.411 -2.077
H 2.183 2.949 -1.761
H -3.115 0.217 0.298
H -5.236 1.457 0.718
H -5.202 3.967 0.558
C -3.015 -4.877 1.097
C -3.547 -3.485 0.742
S -2.199 -2.356 0.282
C -1.738 -2.899 -1.400
C -0.443 -3.727 -1.450
S 0.699 -3.301 -0.078
C 0.949 -4.917 0.720
C -0.291 -5.700 1.174
S -1.513 -4.764 2.153
H -2.752 -5.436 0.201
H -3.758 -5.441 1.659
H -4.001 -3.012 1.612
H -4.281 -3.521 -0.063
H -1.604 -1.970 -1.953
H -2.578 -3.444 -1.827
H 0.096 -3.523 -2.375
H -0.637 -4.795 -1.395
H 1.583 -4.684 1.575
H 1.515 -5.544 0.027
H 0.052 -6.507 1.819
H -0.809 -6.147 0.328
C 2.000 2.232 1.961
Si 2.387 0.390 1.772
C 4.256 0.233 1.936
C 1.467 -0.578 3.096
N 1.623 -0.053 0.200
C 2.192 -0.719 -0.799
C 1.616 -0.707 -2.113
C 2.254 -1.292 -3.172
C 3.482 -1.940 -2.981
C 4.042 -2.025 -1.702
C 3.411 -1.455 -0.630
H 2.405 2.570 2.916
H 0.930 2.445 1.953
H 2.470 2.823 1.173
H 4.582 0.935 2.705
H 4.793 0.483 1.019
H 4.570 -0.764 2.250
H 1.730 -0.164 4.070
H 1.731 -1.637 3.100
H 0.387 -0.498 2.973
H 0.683 -0.175 -2.261
H 1.812 -1.251 -4.158
H 4.000 -2.389 -3.819
H 4.981 -2.542 -1.561
H 3.822 -1.566 0.362

Cartesian forces (eV/Å) of the 3 atoms listed first:
0.4961 -0.0860 0.2373
-0.1450 0.3547 0.0507
0.6409 -0.0831 -0.2221

Calculated values
- relative energy (zero: lowest compared OMol25 entry of this formula, charge and spin) (eV) = 1.457
- highest occupied orbital energy (spin up / spin down) (hartree) = -0.461 / -0.462
- spin multiplicity = 1
- net charge = +2